DFT (ωB97M-V/def2-TZVPD) results for a cluster of 8 separate species, C5H25NO8 in total at a distorted geometry.

Structure (XYZ):
```
39
C5H25NO8, DFT ωB97M-V/def2-TZVPD
C 0.4254 -2.0740 1.2421
N 1.2374 -1.6397 -0.0119
C 0.5012 -1.1649 -1.1721
C -0.0529 -2.4483 -1.8816
C 1.3985 -0.4605 -2.2342
C 1.6574 0.9558 -2.2288
O 1.4793 1.7138 -1.2986
H -0.0132 -1.0934 1.4416
H 0.8795 -2.7588 2.0787
H -0.4783 -2.8475 1.0048
H 1.9820 -2.3688 -0.2187
H -0.3233 -0.5191 -0.8834
H -0.3846 -3.1476 -1.1293
H -1.0659 -2.1251 -2.3023
H 0.4674 -2.8530 -2.7797
H 2.3862 -0.9394 -1.8593
H 1.1231 -0.6924 -3.1763
H 1.7968 1.5822 -3.1995
O 2.6307 -0.4896 1.7668
H 3.4176 -0.1955 2.0510
H 2.4588 -0.1410 0.9050
O 0.3323 3.4457 0.0507
H 1.2318 3.4172 -0.2365
H -0.1317 2.7127 -0.4200
O -2.4729 -0.3708 0.3162
H -2.1942 -0.4949 1.1623
H -2.8371 0.5075 0.4327
O -1.4457 0.4652 2.6269
H -1.6449 0.0726 3.4289
H -0.5318 0.7757 2.6552
O -2.6987 2.2885 1.0258
H -1.9951 2.3533 0.4182
H -2.3029 1.8017 1.7472
O -2.5324 1.0541 -1.9428
H -2.4720 0.1783 -1.5033
H -3.2062 1.5489 -1.5380
O 0.9221 1.3292 2.1973
H 0.9463 2.0563 1.5950
H 1.5100 0.5656 1.8700
```

Summary:
- frontier orbital gap (eV) = 9.2
- ΔE to the lowest compared entry with this formula, charge and spin (kJ/mol) = 463.3
- LUMO level (eV) = 0.3
- largest force on an atom (Eh/bohr) = 0.10512